This record from the Open Molecules 2025 dataset describes a cluster of 2 separate species, C9H17FNO in total at a distorted geometry. The level of theory is the ωB97M-V functional and the def2-TZVPD basis.

Properties
LUMO level: -0.1158 hartree
net charge: +1
maximum force: 6.13 eV/Å

Each line ends with the Mulliken charge.
Atoms and positions in Å:
C  -4.053  -1.474  0.577  -0.518
C  -2.753  -1.631  0.325  -0.095
C  -4.566  -0.211  -0.086  -0.540
C  -3.297  0.418  -0.573  -0.572
C  3.117  0.507  1.532  -1.624
C  3.532  0.596  -0.946  -1.693
C  0.570  -0.403  -1.094  -0.577
C  2.876  -0.263  0.187  0.616
C  1.384  -0.683  0.140  0.734
N  0.946  -1.778  -0.671  -0.160
O  -2.224  -0.579  -0.451  -0.301
F  0.799  -0.576  1.343  -0.268
H  -4.679  -2.095  1.179  0.416
H  -5.228  -0.560  -0.819  0.314
H  -5.048  0.491  0.613  0.323
H  -3.457  0.773  -1.518  0.383
H  -2.993  1.352  0.014  0.295
H  3.043  -0.133  2.389  0.364
H  4.070  0.847  1.527  0.547
H  2.466  1.358  1.658  0.387
H  3.455  0.011  -1.907  0.319
H  4.489  0.859  -0.809  0.515
H  2.925  1.443  -1.019  0.453
H  1.089  -0.018  -1.820  0.457
H  -0.525  -0.255  -0.906  0.241
H  3.570  -1.168  0.225  0.237
H  1.635  -2.422  -1.079  0.356
H  0.013  -2.257  -0.280  0.198
H  -2.044  -2.500  0.473  0.192

Force components x, y, z for each atom (eV/Å):
C 1.0 0.2 0.5
C -0.1 -0.2 -0.6
C 0.8 -0.1 2.4
C 1.0 1.0 2.6
C -2.4 -1.4 -0.8
C -4.9 -3.4 -1.4
C -2.7 -1.3 5.0
C 2.4 -0.7 1.2
C 1.2 2.8 -0.4
N -2.9 -3.1 1.1
O -0.7 -0.2 0.0
F -0.4 -0.6 -0.3
H -0.1 -0.5 0.1
H -1.1 0.1 -1.4
H -0.2 -0.6 -0.3
H 0.4 0.4 -2.9
H -0.3 -1.5 -0.3
H -0.4 -0.3 0.4
H 3.0 1.1 -0.2
H -0.4 0.2 -0.1
H 0.2 0.8 0.7
H 3.4 0.6 1.0
H -0.7 1.7 -0.5
H 2.4 1.9 -4.2
H 1.1 0.0 -0.6
H -1.3 0.6 0.2
H -0.4 0.4 -0.1
H 2.9 0.9 -1.1
H -1.1 1.2 0.1



This record from the Open Molecules 2025 dataset describes a structure of composition C9H17HgO13S at a distorted geometry. The level of theory is the ωB97M-V functional and the def2-TZVPD basis.

Properties
LUMO level: 0.0730 hartree
net charge: -3
maximum force: 6.54 eV/Å

Each line ends with the Mulliken charge.
Atoms and positions in Å:
Hg  -5.836  18.270  -21.171  0.464
O  -8.878  23.546  -18.299  -0.469
C  -8.767  22.346  -18.885  0.673
O  -9.843  21.811  -19.342  -0.753
O  -7.657  21.770  -18.957  -0.674
H  -9.817  23.741  -18.315  0.295
O  -4.396  13.124  -24.607  -0.460
C  -4.702  13.664  -23.446  0.658
O  -4.287  14.729  -23.055  -0.649
O  -5.223  12.916  -22.615  -0.693
H  -3.641  13.717  -24.630  0.289
O  -7.748  16.332  -15.817  -0.473
C  -8.119  15.586  -16.913  0.657
O  -8.521  14.437  -16.658  -0.748
O  -7.925  15.898  -18.068  -0.607
H  -7.972  15.748  -15.088  0.286
C  -7.492  18.807  -25.811  -0.536
O  -7.996  18.856  -24.495  -0.490
H  -7.783  19.729  -26.314  0.228
H  -6.406  18.839  -25.718  0.217
H  -7.533  17.915  -26.437  0.232
C  -1.096  20.279  -22.766  -0.401
O  -2.349  20.526  -22.163  -0.551
H  -0.905  20.898  -23.642  0.173
H  -0.494  20.626  -21.926  0.145
H  -0.972  19.209  -22.934  0.191
C  1.285  18.562  -15.358  -0.677
C  0.358  17.960  -14.232  -0.549
C  -1.126  18.102  -14.672  -0.631
S  -1.178  18.595  -16.450  1.040
O  -1.384  20.041  -16.586  -0.618
O  -2.000  17.546  -17.150  -0.602
C  0.629  18.280  -16.777  -0.691
H  2.300  18.182  -15.238  0.358
H  1.322  19.649  -15.277  0.327
H  0.386  18.428  -13.248  0.300
H  0.607  16.899  -14.213  0.283
H  -1.674  18.862  -14.114  0.352
H  -1.782  17.249  -14.498  0.354
H  1.043  18.662  -17.710  0.457
H  0.657  17.199  -16.641  0.294

Force components x, y, z for each atom (eV/Å):
Hg -0.1 0.1 -0.3
O 0.4 1.8 1.0
C -0.5 -4.8 -2.2
O 0.5 1.7 0.8
O -0.3 1.6 0.6
H -0.2 -0.2 -0.2
O 1.2 0.2 -2.6
C -2.0 -2.6 5.7
O 2.0 4.2 -1.5
O -2.0 -2.1 0.2
H 1.1 0.2 -1.9
O 0.1 1.3 0.1
C 0.5 -2.6 -0.7
O -1.2 -1.4 2.0
O 0.6 2.8 -1.2
H -0.1 -0.2 0.0
C 0.1 0.8 2.5
O 0.5 -0.8 -1.9
H -0.1 0.1 -0.6
H 0.8 0.5 0.1
H -1.1 -0.6 0.1
C -2.6 0.6 1.7
O 0.5 -0.3 -1.0
H 0.2 0.0 -0.4
H 1.3 -0.2 0.0
H 0.4 -0.2 -0.2
C -0.9 1.7 -0.2
C -0.8 0.0 -1.6
C -0.2 0.5 -0.1
S -0.8 -1.7 -1.6
O 0.0 -1.8 0.3
O 2.0 3.0 1.6
C -0.6 -1.5 3.1
H -0.1 -0.1 -0.3
H 0.2 0.1 0.4
H 0.8 -0.1 -0.1
H -0.1 0.0 0.5
H 0.4 0.5 -0.2
H 0.5 -0.4 -0.6
H -0.2 0.1 0.4
H -0.2 -0.4 -1.5



This record from the Open Molecules 2025 dataset describes a cluster of 4 separate species, C9H17IN6OP in total at a distorted geometry. The level of theory is the ωB97M-V functional and the def2-TZVPD basis.

Properties
LUMO level: -0.1916 hartree
net charge: +1
maximum force: 2.50 eV/Å

Each line ends with the Mulliken charge.
Atoms and positions in Å:
O  3.848  0.014  2.488  -0.434
P  2.743  1.141  2.115  0.324
I  3.965  2.893  0.954  0.024
N  1.845  0.268  0.789  -0.216
C  0.541  0.343  0.832  0.164
N  -0.174  1.503  1.060  -0.317
C  -1.261  1.026  1.970  -0.418
C  -1.066  -0.514  2.032  -0.532
N  -0.323  -0.711  0.743  -0.209
H  3.430  -0.863  2.426  0.343
H  2.312  -0.269  0.065  0.349
H  -0.605  1.722  0.165  0.340
H  -2.179  1.357  1.511  0.360
H  -1.240  1.430  2.966  0.285
H  -0.350  -0.668  2.827  0.334
H  -2.005  -1.027  2.096  0.335
H  0.294  -1.521  0.800  0.269
C  -2.355  -1.644  -1.649  -0.458
C  -3.084  -1.256  -2.845  0.273
N  -3.669  -0.949  -3.781  -0.390
H  -1.826  -2.584  -1.802  0.316
H  -1.623  -0.890  -1.378  0.008
H  -3.031  -1.777  -0.806  0.262
C  7.833  1.501  1.077  -0.506
C  8.813  0.688  0.376  0.230
N  9.581  0.041  -0.175  -0.313
H  7.665  2.443  0.558  0.246
H  6.878  0.983  1.149  0.064
H  8.164  1.732  2.088  0.275
C  -6.921  -0.711  -3.435  -0.687
C  -7.790  -0.736  -2.269  0.322
N  -8.460  -0.755  -1.339  -0.347
H  -6.698  -1.719  -3.780  0.253
H  -7.381  -0.170  -4.259  0.290
H  -5.977  -0.226  -3.205  0.162

Force components x, y, z for each atom (eV/Å):
O -0.4 -0.2 -1.0
P -0.3 1.2 0.5
I 0.0 -0.4 0.0
N 1.0 0.6 -0.6
C -1.6 -0.1 -1.3
N 0.4 0.0 1.9
C -0.6 0.0 -0.6
C -0.1 1.8 -0.8
N 2.1 -1.1 0.8
H 0.5 0.0 0.3
H 0.0 -0.6 0.3
H 0.4 0.7 -0.1
H -0.5 -0.3 0.1
H 0.4 0.5 0.2
H -0.3 -0.7 0.5
H -0.1 -0.6 0.0
H -0.8 -0.6 -0.3
C 0.1 -0.2 0.2
C 0.0 -0.1 0.1
N 0.0 0.1 -0.1
H 0.0 0.0 -0.1
H 0.0 0.1 -0.1
H -0.1 0.0 -0.1
C -0.2 0.2 0.2
C -0.1 0.0 0.1
N 0.1 -0.1 -0.1
H 0.1 0.0 -0.1
H 0.0 -0.1 0.0
H 0.1 -0.1 0.0
C 0.1 0.0 -0.3
C 0.1 0.0 -0.1
N -0.1 0.0 0.1
H 0.0 -0.1 0.1
H -0.1 0.0 0.1
H 0.0 0.0 0.1



This record from the Open Molecules 2025 dataset describes a cluster of 2 separate species, C9H17N2 in total at a distorted geometry. The level of theory is the ωB97M-V functional and the def2-TZVPD basis.

Properties
LUMO level (alpha / beta): -0.1544 / -0.1570 hartree
net charge: +1
maximum force: 6.17 eV/Å

Each line ends with the Mulliken charge.
Atoms and positions in Å:
C  1.284  0.556  -0.637  -1.106
C  2.144  -0.451  -0.141  0.782
C  -2.175  0.860  1.251  -0.554
C  -2.375  -1.588  -0.031  -0.855
C  -1.805  -0.659  1.063  -0.107
C  0.034  0.795  -0.088  0.730
C  3.492  -0.565  -0.698  -1.680
C  1.831  -1.457  0.887  -0.955
C  -0.012  3.215  -0.533  -0.926
N  -1.000  0.475  0.534  0.187
N  -2.627  -1.122  -1.355  -0.463
H  1.627  1.170  -1.354  0.533
H  -3.136  1.224  0.667  0.242
H  -2.087  1.323  2.344  0.258
H  -1.698  -2.451  -0.024  0.305
H  -3.302  -1.950  0.400  0.448
H  -1.462  -1.249  1.960  0.394
H  4.005  -1.366  -0.270  0.472
H  3.327  -0.798  -1.725  0.405
H  4.019  0.324  -0.674  0.423
H  1.442  -2.348  0.320  0.243
H  2.777  -1.530  1.307  0.587
H  0.982  -0.937  1.514  0.111
H  0.566  3.066  -1.452  0.396
H  0.388  3.357  0.431  0.384
H  -1.060  3.504  -0.550  0.299
H  -1.716  -0.696  -1.711  0.215
H  -3.463  -0.703  -1.434  0.234

Force components x, y, z for each atom (eV/Å):
C 0.5 -5.1 3.4
C -1.8 1.9 -1.6
C -2.4 -0.2 1.0
C -0.3 -0.4 1.1
C 0.1 0.9 0.2
C -0.3 5.2 -1.0
C -1.4 -0.5 -0.8
C -3.9 2.0 -0.8
C -1.0 -3.0 -0.2
N 0.0 -1.7 1.3
N 5.9 -1.4 0.6
H 1.1 2.1 -2.3
H 2.4 -0.6 0.9
H 0.2 -1.0 -2.7
H 0.0 0.1 -0.2
H -0.3 -0.3 0.0
H 0.0 1.0 -0.9
H 1.1 -1.0 0.7
H 0.2 -0.2 -1.1
H 1.2 1.8 0.2
H 0.5 0.4 1.0
H 1.1 -1.2 1.9
H 1.8 -1.8 -0.6
H -0.3 0.5 0.7
H 1.1 0.4 0.6
H 0.2 -0.1 -0.6
H -2.5 -0.3 0.0
H -3.1 2.4 -0.9



Number 1: E_tot -582.6086 hartree. Number 2: E_tot -1882.4599 hartree. Number 3: E_tot -1395.6654 hartree. Number 4: E_tot -462.1354 hartree.